Record 1
The following is a DFT calculation (ωB97M-V with the def2-TZVPD basis set) of the molecule C2H5NO2.

Geometry as XYZ:
```
10
Properties=species:S:1:pos:R:3:forces:R:3:nbo_charge:R:1
C -1.38682 -0.21892 0.00562 -1.919 0.766 1.268 -0.729
C 0.01386 0.41378 -0.05822 -0.368 -0.223 1.179 0.640
O 0.16312 1.61988 -0.00295 0.551 -0.909 -0.294 -0.591
N 1.08416 -0.52559 0.16041 -0.582 -0.290 -2.725 -0.350
O 2.40396 0.09232 -0.03640 -2.365 2.028 0.977 -0.563
H -2.20094 0.30334 -0.67567 1.985 -0.779 1.537 0.253
H -1.73690 -0.15232 1.16497 0.781 0.122 -2.813 0.255
H -1.43347 -1.28536 -0.20981 0.305 -0.015 -0.140 0.221
H 0.92848 -1.33963 -0.57728 0.978 2.132 1.951 0.376
H 2.16455 1.09250 0.22932 0.633 -2.832 -0.938 0.490
```
Forces are in eV/Å.

Values from the calculation:
2S+1: 1
E_tot: -284.365467 hartree
Largest force on an atom: 0.063 hartree/bohr
SMILES: CC(=O)NO
E_HOMO: -9.87 eV
Energy relative to the best compared isomer or geometry (same formula, charge and spin): 2.773 eV
LUMO energy: 0.715 eV
Frontier orbital gap: 10.6 eV
Total charge: 0

Record 2
The following is a DFT calculation (ωB97M-V with the def2-TZVPD basis set) of the molecule C2H5NO2.

Geometry as XYZ:
```
10
Properties=species:S:1:pos:R:3:forces:R:3:nbo_charge:R:1
C 1.07010 0.04745 -0.44040 2.341 1.394 -2.763 0.199
C -1.05549 0.67477 0.22036 1.173 7.892 1.986 0.073
N -1.44980 -0.50500 0.01376 -0.289 -9.630 -1.389 -0.448
O 2.19917 -0.24306 0.37392 0.391 2.752 -0.006 -0.705
O 0.15784 1.06387 -0.05699 3.242 -0.136 -0.103 -0.389
H 1.36468 0.45064 -1.51897 -0.102 -1.192 2.070 0.138
H 0.58464 -0.87687 -0.47507 -0.817 -1.185 -0.385 0.196
H -1.61670 1.46242 0.52525 -1.754 2.101 1.100 0.134
H -2.39707 -0.63955 0.11255 -2.646 -0.299 -0.296 0.327
H 2.83229 0.55191 0.42476 -1.539 -1.696 -0.214 0.476
```
Forces are in eV/Å.

Values from the calculation:
2S+1: 3
E_tot: -284.198705 hartree
Largest force on an atom: 0.189 hartree/bohr
E_HOMO (spin up / spin down): -5.03 / -10.51 eV
<S²>: 2.006
Energy relative to the best compared isomer or geometry (same formula, charge and spin): 1.373 eV
LUMO energy (spin up / spin down): 0.835 / -2.637 eV
Frontier orbital gap (spin up / spin down): 5.9 / 7.9 eV
Total charge: 0

Record 3
The following is a DFT calculation (ωB97M-V with the def2-TZVPD basis set) of the molecule C2H5NO2S.

Geometry as XYZ:
```
11
Properties=species:S:1:pos:R:3:forces:R:3:nbo_charge:R:1
C -1.05614 1.01689 -0.37446 -0.187 -0.727 -0.375 -0.790
C -0.64627 -1.56941 0.34493 -0.516 5.233 -0.351 -0.782
N 2.28324 -0.28455 0.19789 -0.300 -3.265 1.042 0.292
O 1.42756 0.42903 -0.50566 1.529 2.281 0.292 -0.567
O 3.29065 0.16403 0.65058 -0.976 1.512 -1.212 -0.332
S -0.18921 -0.48943 -0.80708 -0.846 -1.181 0.789 0.989
H -1.96778 1.10484 -0.89146 -1.367 -0.719 -0.730 0.239
H -0.58297 1.87213 -0.68831 2.035 1.620 -1.278 0.253
H -1.24474 1.29779 0.61656 -0.097 -0.804 1.993 0.242
H -0.93283 -1.00182 1.24847 0.104 -1.344 -0.138 0.226
H -0.38150 -2.53951 0.20854 0.621 -2.605 -0.033 0.231
```
Forces are in eV/Å.

Values from the calculation:
2S+1: 1
E_tot: -682.424863 hartree
Largest force on an atom: 0.102 hartree/bohr
E_HOMO: -9.04 eV
Energy relative to the best compared isomer or geometry (same formula, charge and spin): 5.843 eV
LUMO energy: 0.570 eV
Frontier orbital gap: 9.6 eV
Total charge: 0

Record 4
The following is a DFT calculation (ωB97M-V with the def2-TZVPD basis set) of a cluster of 2 separate species, C2H5NO2S in total.

Geometry as XYZ:
```
11
Properties=species:S:1:pos:R:3:forces:R:3:nbo_charge:R:1
C 1.93895 -0.97684 0.25613 1.079 0.099 -0.117 0.278
C -1.35016 -0.67968 0.16223 -2.418 2.373 -2.834 -0.819
N 3.01748 -0.64889 -0.06837 -0.829 0.133 -0.277 -0.723
O -1.57166 1.95579 0.90112 -0.137 -1.210 -0.590 -0.909
O -0.93453 1.45945 -1.50143 -0.867 -0.748 1.660 -0.931
S -0.98191 1.07190 -0.08448 4.171 0.584 -1.229 1.961
H 0.47785 0.91044 0.22958 -2.349 0.510 -0.145 -0.040
H -0.98171 -1.33107 -0.59185 0.306 -0.074 -0.861 0.256
H -0.92823 -0.87569 1.03191 2.005 -1.016 4.115 0.234
H -2.41182 -0.70788 0.27735 -0.837 -0.347 -0.102 0.238
H 3.72575 -0.17754 -0.61218 -0.124 -0.304 0.379 0.455
```
Forces are in eV/Å.

Values from the calculation:
2S+1: 1
E_tot: -682.517714 hartree
Largest force on an atom: 0.091 hartree/bohr
E_HOMO: -10.52 eV
Energy relative to the best compared isomer or geometry (same formula, charge and spin): 3.316 eV
LUMO energy: 0.756 eV
Frontier orbital gap: 11.3 eV
Total charge: 0

Record 5
The following is a DFT calculation (ωB97M-V with the def2-TZVPD basis set) of the molecule C2H5NO2S.

Geometry as XYZ:
```
11
Properties=species:S:1:pos:R:3:forces:R:3:nbo_charge:R:1
C 1.52558 0.67865 0.68453 -0.708 0.143 0.082 -0.253
O 0.57656 0.06455 -0.19481 -1.177 0.294 0.552 -0.502
C -0.74970 0.16749 0.11840 2.125 0.604 0.859 0.380
S -1.39331 1.04727 1.38454 0.190 -0.359 -0.756 -0.255
N -1.45269 -0.61656 -0.67903 0.098 -1.064 -0.222 -0.301
O -0.91203 -1.28698 -1.75372 -0.355 1.043 -1.228 -0.536
H 2.45577 0.50617 0.20814 0.949 -0.364 -0.183 0.194
H 1.39648 1.73770 0.80146 -0.413 0.611 -0.319 0.198
H 1.45173 0.28771 1.68516 0.108 -0.543 0.262 0.196
H -2.43187 -0.48579 -0.73229 -0.848 -0.084 -0.053 0.398
H -0.46651 -2.10020 -1.52238 0.031 -0.283 1.007 0.480
```
Forces are in eV/Å.

Values from the calculation:
2S+1: 1
E_tot: -682.557080 hartree
Largest force on an atom: 0.046 hartree/bohr
SMILES: COC(=S)NO
E_HOMO: -8.77 eV
Energy relative to the best compared isomer or geometry (same formula, charge and spin): 2.245 eV
LUMO energy: 0.621 eV
Frontier orbital gap: 9.4 eV
Total charge: 0

Record 6
The following is a DFT calculation (ωB97M-V with the def2-TZVPD basis set) of the molecule C2H5NO2S.

Geometry as XYZ:
```
11
Properties=species:S:1:pos:R:3:forces:R:3:nbo_charge:R:1
N -1.05391 0.73804 1.08494 0.248 1.776 1.873 -0.825
C -1.03414 -0.23246 0.15243 0.154 1.890 0.711 0.628
O -2.05109 -0.62139 -0.35319 -0.388 -0.989 -0.962 -0.586
C 0.34170 -0.58214 -0.30506 0.525 -0.907 -2.089 -0.087
O 0.30306 -1.76103 -1.04658 -1.350 0.578 -0.337 -0.684
S 1.14546 0.82408 -1.25295 -0.679 -0.258 0.155 -0.060
H -0.26381 1.07357 1.64466 -0.156 -0.676 -0.875 0.402
H -1.84030 1.37031 1.19213 -0.206 -0.784 -0.191 0.406
H 1.04496 -0.70682 0.43784 1.091 -0.486 2.104 0.198
H -0.61811 -1.69294 -1.40783 0.767 -0.731 -0.079 0.487
H 0.06342 1.56453 -1.04221 -0.006 0.588 -0.308 0.122
```
Forces are in eV/Å.

Values from the calculation:
2S+1: 1
E_tot: -682.626824 hartree
Largest force on an atom: 0.050 hartree/bohr
SMILES: NC(=O)[C@@H](O)S
E_HOMO: -9.61 eV
Energy relative to the best compared isomer or geometry (same formula, charge and spin): 0.347 eV
LUMO energy: 0.542 eV
Frontier orbital gap: 10.2 eV
Total charge: 0